Entry 1:
{
  "formula": "C5H7NO",
  "method": "the ωB97M-V functional and the def2-TZVPD basis",
  "charge": 0,
  "multiplicity": 1,
  "lumo_energy_ha": 0.033,
  "smiles": "C#CCCNC=O",
  "symbols": ["C", "C", "C", "C", "N", "C", "O", "H", "H", "H", "H", "H", "H", "H"],
  "xyz": [[1.826, 1.228, -0.980], [1.389, 0.145, -0.686], [0.771, -1.133, -0.328], [-0.385, -0.983, 0.711], [-0.818, 0.378, 0.941], [-1.570, 1.014, -0.003], [-2.116, 0.458, -0.934], [2.206, 2.183, -1.268], [1.533, -1.813, 0.070], [0.384, -1.593, -1.244], [-1.256, -1.538, 0.355], [-0.083, -1.407, 1.671], [-0.223, 0.962, 1.511], [-1.657, 2.101, 0.184]]
}



Entry 2:
{
  "formula": "C39H35CdClN2Si2",
  "method": "the ωB97M-V functional and the def2-TZVPD basis",
  "charge": 0,
  "multiplicity": 1,
  "lumo_energy_ha": -0.018,
  "symbols": ["C", "C", "C", "H", "C", "C", "H", "H", "H", "H", "Cd", "Si", "C", "C", "H", "C", "H", "C", "H", "C", "H", "C", "H", "C", "C", "H", "C", "H", "C", "H", "C", "H", "C", "H", "H", "Si", "C", "C", "H", "C", "H", "C", "H", "C", "H", "C", "H", "C", "C", "H", "C", "H", "C", "H", "C", "H", "C", "H", "H", "Cl", "C", "C", "C", "C", "N", "C", "C", "C", "C", "C", "C", "N", "H", "H", "H", "H", "H", "H", "H", "H"],
  "xyz": [[-0.876, -0.866, 4.602], [-0.110, 0.039, 3.810], [-0.944, 0.553, 2.775], [0.927, 0.332, 4.006], [-2.255, -0.067, 2.920], [-2.193, -0.916, 4.091], [-3.045, -1.444, 4.543], [-0.524, -1.386, 5.501], [-0.710, 1.374, 2.085], [-3.175, 0.249, 2.405], [-1.264, -1.562, 1.420], [1.438, -0.920, -2.131], [2.699, -0.101, -0.996], [3.993, -0.315, -1.480], [4.126, -0.982, -2.345], [5.055, 0.399, -0.917], [6.020, 0.316, -1.401], [4.875, 1.255, 0.177], [5.723, 1.842, 0.570], [3.579, 1.393, 0.692], [3.420, 2.092, 1.516], [2.478, 0.714, 0.141], [1.467, 0.883, 0.545], [-0.695, 1.748, -1.108], [-0.573, 3.037, -0.566], [0.397, 3.539, -0.550], [-1.757, 3.676, -0.183], [-1.714, 4.715, 0.125], [-2.974, 2.991, -0.119], [-3.874, 3.496, 0.245], [-3.027, 1.640, -0.464], [-3.939, 1.063, -0.374], [-1.914, 1.041, -1.043], [-2.014, 0.111, -1.631], [0.462, -0.772, -1.049], [-0.060, 1.177, -2.727], [-1.228, 1.978, -3.980], [-0.887, 3.183, -4.634], [0.154, 3.486, -4.734], [-1.877, 4.054, -5.120], [-1.599, 5.002, -5.608], [-3.226, 3.718, -4.936], [-4.011, 4.431, -5.225], [-3.575, 2.476, -4.371], [-4.637, 2.245, -4.193], [-2.577, 1.561, -4.018], [-2.858, 0.544, -3.726], [1.538, 1.949, -3.343], [2.202, 3.029, -2.757], [1.717, 3.610, -1.973], [3.503, 3.336, -3.178], [4.040, 4.163, -2.708], [4.125, 2.563, -4.171], [5.164, 2.770, -4.446], [3.436, 1.516, -4.788], [3.913, 0.913, -5.554], [2.135, 1.210, -4.377], [1.632, 0.343, -4.812], [1.716, -2.390, -2.231], [-1.530, -2.482, -0.866], [2.519, -3.276, 4.268], [1.919, -4.301, 5.004], [0.616, -4.690, 4.667], [-0.056, -4.022, 3.622], [0.546, -3.040, 2.909], [1.804, -2.691, 3.215], [-1.485, -4.309, 3.311], [-2.255, -5.261, 4.001], [-3.613, -5.400, 3.711], [-4.185, -4.596, 2.720], [-3.369, -3.682, 2.056], [-2.070, -3.527, 2.373], [3.526, -2.920, 4.473], [2.455, -4.787, 5.820], [0.087, -5.485, 5.190], [2.260, -1.903, 2.608], [-1.760, -5.845, 4.771], [-4.230, -6.112, 4.253], [-5.235, -4.649, 2.443], [-3.766, -3.056, 1.247]]
}



Entry 3:
{
  "formula": "C26H29CuNO6PS2",
  "method": "the ωB97M-V functional and the def2-TZVPD basis",
  "charge": -1,
  "multiplicity": 2,
  "lumo_energy_ha": [0.096, 0.087],
  "symbols": ["Cu", "O", "C", "O", "C", "C", "C", "C", "C", "O", "C", "C", "O", "O", "H", "H", "H", "H", "H", "H", "H", "H", "O", "C", "C", "C", "C", "C", "C", "N", "H", "H", "H", "H", "H", "H", "H", "H", "H", "H", "H", "S", "P", "S", "C", "C", "C", "C", "C", "C", "C", "C", "C", "C", "C", "C", "H", "H", "H", "H", "H", "H", "H", "H", "H", "H"],
  "xyz": [[-0.035, -0.292, 0.434], [-2.100, 0.710, -2.895], [-1.244, 0.550, -2.038], [-1.452, 0.036, -0.898], [0.217, 0.920, -2.426], [1.097, -0.346, -2.402], [2.364, -0.072, -3.235], [3.178, 0.791, -2.252], [2.187, 0.918, -1.085], [1.600, -0.379, -1.072], [1.021, 1.843, -1.482], [0.258, 2.368, -0.229], [-0.085, 3.537, -0.221], [0.131, 1.567, 0.754], [0.146, 1.342, -3.433], [0.575, -1.277, -2.627], [2.882, -1.001, -3.470], [2.130, 0.446, -4.163], [4.073, 0.268, -1.913], [3.466, 1.759, -2.653], [2.627, 1.134, -0.111], [1.373, 2.729, -2.018], [-0.521, -2.284, 0.199], [-1.645, -2.675, 0.472], [-2.723, -1.848, 1.095], [-2.569, -2.172, 2.597], [-2.656, -3.648, 3.022], [-1.392, -4.483, 2.757], [-1.152, -4.856, 1.275], [-1.954, -4.016, 0.397], [-3.712, -2.135, 0.736], [-2.566, -0.783, 0.917], [-3.340, -1.614, 3.132], [-1.598, -1.791, 2.924], [-3.542, -4.127, 2.591], [-2.798, -3.649, 4.106], [-1.461, -5.395, 3.354], [-0.539, -3.920, 3.137], [-1.418, -5.896, 1.071], [-0.107, -4.694, 1.011], [-2.943, -4.185, 0.541], [0.312, -2.286, 5.292], [0.595, -0.703, 4.168], [1.282, -1.088, 2.294], [1.778, 0.448, 4.975], [1.569, 0.737, 6.316], [2.362, 1.672, 6.950], [3.361, 2.322, 6.243], [3.568, 2.035, 4.904], [2.777, 1.095, 4.267], [-0.842, 0.432, 4.208], [-1.954, 0.112, 4.972], [-2.977, 1.033, 5.105], [-2.886, 2.267, 4.483], [-1.770, 2.582, 3.724], [-0.742, 1.669, 3.590], [0.783, 0.224, 6.854], [2.192, 1.912, 7.989], [3.979, 3.058, 6.738], [4.334, 2.556, 4.345], [2.914, 0.854, 3.222], [-2.001, -0.852, 5.463], [-3.846, 0.794, 5.703], [-3.681, 2.992, 4.597], [-1.688, 3.541, 3.236], [0.126, 1.901, 2.994]]
}



Entry 4:
{
  "formula": "CH4NOP",
  "method": "the ωB97M-V functional and the def2-TZVPD basis",
  "charge": 0,
  "multiplicity": 3,
  "lumo_energy_ha": [0.023, -0.068],
  "symbols": ["C", "N", "O", "P", "H", "H", "H", "H"],
  "xyz": [[-0.246, -0.421, 0.036], [1.135, -0.226, 0.360], [2.736, -0.392, 3.169], [1.369, -0.466, 2.796], [-0.507, -1.173, 0.658], [-0.835, 0.418, 0.373], [-0.286, -0.531, -0.983], [1.421, 0.660, 0.158]]
}



Entry 5:
{
  "formula": "C3H8N2",
  "method": "the ωB97M-V functional and the def2-TZVPD basis",
  "charge": 0,
  "multiplicity": 1,
  "lumo_energy_ha": 0.042,
  "smiles": "CC(C)=NN",
  "symbols": ["C", "C", "C", "N", "N", "H", "H", "H", "H", "H", "H", "H", "H"],
  "xyz": [[0.262, 0.140, -1.920], [0.124, 0.038, -0.371], [0.066, -1.429, 0.006], [-0.003, 0.950, 0.496], [-0.457, 0.580, 1.777], [-0.465, -0.436, -2.364], [0.323, 1.081, -2.346], [1.194, -0.290, -2.226], [-0.157, -1.511, 1.104], [0.992, -1.921, -0.253], [-0.606, -2.097, -0.608], [-1.164, 1.304, 2.105], [0.392, 0.667, 2.389]]
}